w:
Formula: H80O40
Source: the OMol25 dataset
Level of theory: ωB97M-V with the def2-TZVPD basis set

The value obtained for the HOMO energy is -10.3 eV. The lowest unoccupied orbital energy comes out at -0.34 eV.

```
120
H80O40, DFT ωB97M-V with the def2-TZVPD basis set
O -1.39 5.29 -2.00
H 2.96 -6.15 0.35
H -2.90 -1.96 -2.85
H -5.66 -3.60 0.17
O 4.79 4.20 1.85
O -3.04 1.12 -0.80
H 2.88 1.71 0.41
O -4.79 -4.02 0.33
H 4.24 3.38 2.07
O 1.72 4.68 1.11
H -1.08 2.94 2.76
H 1.91 -0.07 -0.76
O 0.92 1.13 -5.64
H 4.69 -2.00 -1.43
O -4.00 3.85 -1.34
H -3.44 1.37 3.73
H 0.43 1.35 -4.86
H 3.65 0.25 -3.44
O 5.03 0.74 -1.54
H -0.55 -0.41 -1.97
H -4.15 -3.25 0.51
O -1.02 0.07 -2.70
H -0.42 -6.60 2.39
H 2.30 -2.38 3.03
H -0.62 -0.19 6.02
O -2.55 -5.51 -0.68
H 3.62 3.54 -1.37
H 0.23 -2.24 1.83
O -0.56 -2.04 2.31
H -3.88 3.77 2.88
O -1.71 -1.39 -4.97
H -0.68 -5.18 2.47
O 1.99 1.69 0.05
O 1.97 0.32 5.93
H -0.86 2.36 1.38
H -2.26 0.94 2.27
H -2.44 -5.81 0.22
H 3.73 -4.81 0.01
H 1.16 -1.67 3.86
H -1.97 0.17 5.46
H -1.36 0.95 -2.65
O 2.65 0.08 -3.53
O -3.00 -1.79 0.16
H -4.84 3.37 -1.25
H 1.72 0.83 6.72
O -2.58 1.43 4.27
H -3.31 -3.46 -2.47
O -0.71 -5.96 3.05
H -1.85 5.88 -2.59
H 0.80 -1.58 -1.34
H 2.13 4.37 1.95
H -0.62 -2.30 3.23
H -3.52 -5.22 -0.87
H 1.94 3.29 -3.35
O 2.92 3.32 -3.43
H 2.60 -0.25 -4.48
H 2.52 -5.92 -1.86
O -5.48 1.76 1.00
H -3.86 -1.55 2.66
H 0.17 -2.56 -2.24
H 4.19 4.84 1.43
H -5.99 0.94 0.88
O -1.57 -0.09 6.32
O -0.02 -4.47 0.21
H -4.64 1.47 0.65
H 2.99 -2.99 -3.43
H 0.81 4.34 1.14
O 2.31 -0.94 -1.05
H -2.04 1.17 -0.81
H 5.06 3.85 -1.88
H -1.55 -0.50 -4.67
H 1.05 0.52 3.52
H 5.02 1.22 1.57
O -3.47 1.67 -4.09
H -4.10 4.22 -0.41
O 1.65 3.71 4.18
O 0.28 3.29 -2.60
H -1.80 5.13 -1.13
H 0.89 -4.53 0.05
H -3.57 1.87 -5.02
O -2.15 0.48 1.44
H 5.57 -3.21 -1.32
H -0.38 4.10 -2.70
H 2.36 -0.49 6.21
H 1.19 2.89 4.09
O 4.81 -2.88 -1.80
H 4.44 1.46 -1.91
H 2.45 -0.74 -1.98
H 0.63 3.14 -1.71
H -1.88 -0.47 1.57
H 1.58 -3.47 -3.96
O -4.65 -0.97 2.49
O 3.02 -5.17 0.58
O 4.41 3.18 -1.76
H 1.83 0.91 -5.30
H -2.93 2.39 -3.80
H -0.72 -4.68 -0.44
H 3.58 -4.77 -2.54
H 3.06 3.69 -4.31
H -3.11 0.71 -1.72
H 5.94 0.18 0.91
H 5.60 1.04 -0.87
O -0.78 3.20 1.87
O 1.84 -2.32 3.87
O -3.62 -2.57 -2.53
H -5.02 -1.70 1.98
O 5.00 0.45 0.99
H 1.41 2.38 0.31
H 1.15 4.38 3.73
O 0.35 1.11 3.24
H -2.86 1.48 5.25
O 3.19 -5.23 -1.76
O -4.45 3.13 3.29
H -2.58 -1.40 -5.46
O -0.11 -2.00 -1.50
H -2.06 -1.92 0.18
H -3.52 -1.66 -0.64
H -4.63 2.58 2.49
O 2.30 -2.86 -4.09
H -0.32 0.64 2.76
```

***

x:
Formula: H80O40
Source: the OMol25 dataset
Level of theory: ωB97M-V with the def2-TZVPD basis set

The value obtained for the HOMO energy is -10.5 eV. The lowest unoccupied orbital energy comes out at -0.88 eV.

```
120
H80O40, DFT ωB97M-V with the def2-TZVPD basis set
H 5.79 -0.63 -2.33
O 4.21 2.97 3.21
H -4.08 -3.38 -1.04
O -5.96 0.06 0.29
H 2.31 0.15 -2.47
O 3.73 -5.28 -0.92
O -1.11 2.04 -2.71
O 3.10 0.74 -2.32
H -0.49 0.25 3.51
O -0.73 -0.77 -0.74
H 4.72 0.10 -1.75
O -3.84 2.21 -3.60
H 3.13 -0.26 -4.63
H 1.49 5.56 -2.83
H 0.59 -2.01 3.31
O 1.09 -4.81 -1.79
H 2.27 -5.09 3.97
H -3.82 -2.37 -2.19
O -3.57 0.90 -1.17
H -0.94 2.62 -3.46
H 4.91 -2.38 3.42
H -4.18 1.44 -4.08
H -0.05 2.06 0.44
H 5.11 3.21 3.47
O -0.15 -2.43 3.77
O 1.08 4.72 -3.08
O 1.77 -4.31 4.24
O 4.31 -2.51 2.68
H 3.38 -2.49 2.92
H 0.42 5.31 0.56
H -0.63 4.87 1.51
H 1.41 3.05 -4.04
O 5.58 -0.25 -1.47
O -3.61 0.07 -5.50
H -6.24 -0.83 0.03
H -4.21 -2.71 2.37
H -2.14 -3.74 -3.08
O 0.43 6.27 0.54
H -3.36 -0.75 3.18
H -2.58 0.80 1.34
H -2.65 4.00 0.37
H -2.13 -2.52 2.04
H 0.37 0.32 -2.32
H -4.59 2.61 -3.15
H 4.55 -0.18 -4.24
H 1.19 -4.65 -0.21
O 0.76 -0.19 -3.04
O 2.99 1.67 0.26
H -1.84 1.68 4.21
H 3.24 -5.34 -0.09
H 3.15 -4.78 -1.48
O -3.31 -1.50 3.79
H 0.89 3.43 2.88
H -3.87 -0.85 -5.39
O -1.56 -1.53 -3.52
H 3.08 -4.61 2.16
H 2.33 4.24 0.73
H -0.73 -1.68 3.55
H 2.72 1.54 -2.69
H -1.56 4.19 2.39
H 3.04 2.14 -0.55
H -0.96 -2.28 -3.64
H -3.09 0.77 -2.00
H 0.99 6.48 1.29
O -1.82 3.51 -4.85
H -0.69 2.59 3.99
O -0.39 0.10 4.46
O -1.84 -3.94 -2.20
O 0.71 0.19 1.85
O 0.31 2.20 -0.45
H -3.37 1.82 -1.04
H 4.05 2.12 3.63
O 1.94 -0.65 5.53
H 0.45 -0.18 0.98
H -2.54 2.71 -0.29
H 1.15 1.74 -0.41
H -4.14 -1.31 4.26
H 1.17 2.09 1.99
H 1.94 -4.87 -2.19
H 1.48 -2.69 0.23
O -4.45 -2.64 -1.52
H -1.92 -1.35 1.14
O -1.24 5.09 2.22
H 2.35 -1.59 0.35
H -1.36 -0.35 -1.35
O 1.55 -1.90 0.79
H 3.50 -5.96 1.57
H 0.57 0.03 4.59
H 0.92 -4.67 3.97
O 1.01 -4.64 0.76
O -4.33 -3.48 1.79
H 0.48 2.55 -4.99
H -2.03 3.90 -4.01
O -2.32 3.64 -0.46
O -3.15 1.10 2.05
O 2.74 4.48 1.53
H 0.74 0.33 -3.86
H 1.73 -0.89 6.44
H -2.26 2.64 -4.85
O 0.62 2.88 2.14
O -1.63 2.54 3.79
H 3.64 1.04 0.55
O -1.49 -2.17 1.40
H -0.56 2.09 -1.90
H -5.07 -0.16 0.55
H 0.39 5.11 -3.61
H -2.58 1.67 2.62
H -3.00 0.12 -4.75
H -2.30 -4.71 -1.86
H 3.30 3.86 2.03
O 1.17 2.18 -4.42
O 3.09 -5.56 2.33
H 1.30 -1.25 5.10
H 0.40 -4.48 -2.37
H 1.52 -0.34 1.92
H -3.97 -3.13 0.97
H -0.97 -1.31 -2.73
O 3.90 0.27 -4.79
H -1.15 -1.63 -0.61
H 0.29 -4.10 1.10
```

***

y:
Formula: H80O40
Source: the OMol25 dataset
Level of theory: ωB97M-V with the def2-TZVPD basis set

The value obtained for the HOMO energy is -10.4 eV. The lowest unoccupied orbital energy comes out at -0.75 eV.

```
120
H80O40, DFT ωB97M-V with the def2-TZVPD basis set
O -4.19 0.41 3.50
H -4.73 -0.27 3.86
H 4.43 -2.72 2.04
H -5.03 2.85 -0.30
H -1.39 -1.07 -4.57
O -1.82 -2.45 3.19
H -2.52 -3.21 -2.22
H -1.38 5.31 1.22
H -4.14 2.68 0.88
O 1.58 0.72 5.28
O -1.65 -1.53 -0.26
O 1.42 -1.04 -5.50
H 2.57 -1.61 -2.40
H 5.61 2.67 -1.50
H -2.17 -1.57 2.92
H -3.77 2.78 -3.28
H 0.62 -3.77 -0.61
H -1.33 -2.27 0.31
H 1.20 -3.68 -3.03
O 3.01 -4.13 -0.46
O 2.24 -4.55 1.94
H 1.25 0.84 1.85
H 3.09 -0.40 4.70
O 3.06 3.56 -2.06
O -3.70 -4.38 2.50
H -4.39 0.55 -4.69
H 2.48 -4.55 0.99
H -2.77 -4.14 2.52
O 3.33 -2.15 -2.12
H 1.98 3.20 3.70
H -3.27 -3.89 -1.38
H -5.30 -2.36 -2.42
H 0.37 -1.86 2.07
O -0.75 0.49 2.33
H 0.07 3.11 0.97
H 2.22 -1.51 -5.76
H 2.43 0.54 -3.48
H -2.04 0.23 -6.40
H -0.68 6.23 0.31
H -0.49 0.23 6.59
H -0.83 -0.81 -6.60
H 1.07 -1.55 -4.78
H 2.91 -3.26 -0.92
H 3.18 4.26 -2.69
H 3.66 2.11 0.48
H 4.47 2.45 1.75
H -1.69 0.96 -1.29
H -4.45 -1.67 1.24
O 5.87 2.17 -2.29
O 0.79 -1.06 3.64
H -3.98 0.47 2.57
H -0.26 1.91 -2.26
H 2.15 0.99 -1.37
H 0.80 4.09 3.77
H 2.88 2.65 -2.29
H -0.04 -3.44 -3.87
H 2.51 -5.37 2.34
O 2.53 6.34 1.11
H -0.70 0.27 1.41
O -4.06 0.76 -3.82
O -3.43 -3.06 -1.87
O 1.91 0.59 1.17
O 1.10 3.28 3.33
H 1.95 0.78 6.17
H 1.01 -0.05 5.38
H -1.51 -2.60 2.27
O -3.66 -1.10 1.33
O -5.06 2.61 0.63
O 1.81 0.11 -1.31
H 2.90 1.34 -4.57
O -1.66 -0.62 -6.14
O 0.88 -3.72 -3.94
H -4.13 -4.09 3.30
H -1.17 2.63 0.12
H 3.77 -1.60 -1.46
H -1.04 -2.62 4.81
O 3.33 -1.31 4.91
H -1.73 0.83 5.65
H -1.95 -2.03 -1.04
H 2.69 -1.81 4.40
H 1.70 5.87 1.23
O 3.20 1.09 -3.68
O -1.36 0.55 6.48
H -0.15 -0.82 3.48
H 0.62 4.48 -2.95
H 5.24 2.54 -2.93
O -1.33 1.08 -3.40
H 1.07 -2.87 1.34
H -3.60 -0.94 0.37
H -0.90 1.44 2.44
O 4.09 1.75 1.22
H 2.79 6.11 0.21
H -2.13 1.61 -3.32
O -0.67 5.93 1.22
H -6.15 -2.05 -1.08
O -0.88 3.17 0.88
H -0.94 1.20 -4.25
H -0.76 -0.69 -3.39
H -3.44 3.81 -2.39
H 0.61 2.71 -1.54
H 4.50 -1.45 1.52
H -4.14 0.00 -3.24
H -0.98 -1.96 6.27
O -0.91 1.01 -0.72
O -5.85 -1.73 -1.92
H 0.65 -1.85 4.20
H 1.49 -0.10 -0.40
H -0.98 0.22 -0.21
O -3.45 2.84 -2.37
O 3.82 -2.14 1.57
H 2.73 0.66 1.68
O 1.09 5.10 -3.59
H 1.13 -5.25 -0.78
O -0.90 -1.56 -3.85
O -0.51 -2.45 5.60
O 0.31 2.72 -2.46
O 0.63 -4.57 -1.13
H 0.25 5.17 -4.06
H 3.55 -4.63 -1.08
O 0.15 -2.62 1.49
```

***

z:
Formula: H80O40
Source: the OMol25 dataset
Level of theory: ωB97M-V with the def2-TZVPD basis set

The value obtained for the HOMO energy is -10.6 eV. The lowest unoccupied orbital energy comes out at -0.52 eV.

```
120
H80O40, DFT ωB97M-V with the def2-TZVPD basis set
H 0.58 -1.83 5.06
H 0.42 0.47 3.17
O -6.34 1.02 1.40
H -0.49 1.91 4.46
H -5.73 -0.81 1.74
H 2.87 3.04 -4.71
H -5.70 1.83 -1.16
H -0.06 -0.59 1.60
O 1.13 -0.07 3.62
H 1.09 -1.89 -0.92
H -3.10 2.06 1.90
H 1.71 3.66 -3.01
H 5.13 -0.46 -0.40
H -1.44 4.86 2.63
H -0.56 5.92 -2.08
H 0.76 -1.06 -2.82
O 5.39 0.14 2.79
H 2.90 -3.83 -3.28
O 4.67 -1.24 -0.09
H -1.52 2.47 -2.53
H -5.06 -4.06 1.86
O -2.53 4.07 -0.24
H 0.17 -6.27 1.97
H -0.43 -3.29 2.60
H -0.29 -4.95 -2.14
H -0.47 0.57 -5.79
O -1.05 -5.05 -2.73
H 4.27 -2.47 1.82
H 2.55 0.11 -1.86
H -2.49 0.85 -3.04
H 4.11 5.43 1.13
O -2.55 -5.11 0.88
O -0.83 5.31 -2.77
H 3.07 1.62 2.81
O 3.95 4.55 1.47
H -2.06 3.97 -1.12
O 0.82 3.18 0.87
H 4.78 -0.02 2.08
O 1.53 2.24 -3.59
O -4.73 -2.38 -2.09
H 2.69 4.67 -3.21
H -0.40 -2.47 -2.95
O 4.07 -3.29 2.26
O -3.23 1.19 2.32
O -2.68 -0.06 -3.36
O -4.24 -3.69 2.22
H 1.38 1.32 -3.32
H -2.50 -1.51 4.52
O -4.80 1.51 -1.27
O 2.00 -2.18 -1.16
H -2.70 -4.59 1.66
O -1.16 1.80 3.76
H 4.33 -1.00 -4.59
O 1.69 -5.48 -1.36
O 3.36 1.44 1.90
O -0.75 -1.58 -2.72
O 1.40 -0.40 -3.25
H -2.26 -1.09 0.75
O -2.44 2.70 -2.70
H -6.01 -1.97 0.70
O -1.41 3.93 2.39
H 6.01 -0.52 3.08
O 3.14 0.64 -1.29
H 1.03 2.95 -0.03
H 4.18 2.29 -4.40
H 1.18 0.79 5.70
O 1.34 -1.70 5.64
H -2.56 3.41 -3.32
O 1.79 4.67 -2.88
H 1.02 -0.04 -4.08
H 1.06 -5.10 -0.76
O 3.66 2.70 -5.10
H 2.00 -1.63 4.92
H 1.98 -0.20 3.18
H -1.42 -1.23 -3.32
H 2.37 5.88 -0.94
H -0.03 5.13 -3.25
O 2.24 6.25 -0.04
O 3.99 -0.18 -4.22
O -2.17 -1.69 1.49
O 2.76 -4.72 -3.61
H 0.46 -3.90 3.62
H -4.72 -3.13 2.85
O -0.10 -3.12 3.48
H -4.32 2.26 -1.66
H 2.23 -5.26 -3.00
H -0.50 3.65 2.44
H 0.87 2.64 -4.22
H -1.99 3.62 0.40
H 3.24 0.29 -0.40
H -5.53 -2.35 -2.62
H 4.21 -3.87 1.50
O -2.22 -0.67 4.87
H -0.97 -5.70 -3.42
H 4.62 3.98 1.08
O -0.25 1.33 -5.24
O 0.07 -5.51 1.37
H 2.07 -6.34 -1.18
H -2.85 -1.71 2.16
H -1.30 -0.68 4.54
H 0.98 2.32 1.27
H -6.07 1.10 0.50
H -0.79 2.10 -5.49
O -5.73 -1.79 1.62
O -0.35 0.27 1.28
H -2.64 -4.45 0.17
H -5.52 1.33 1.82
H -2.33 0.99 2.64
H 4.64 -2.09 -0.57
H 3.35 2.39 1.70
H -1.86 1.21 4.04
H 2.51 -2.03 -0.35
H 3.18 -0.51 -3.80
H -1.00 0.84 1.67
O 0.57 1.54 5.66
H -4.87 -1.46 -1.76
H 1.75 5.60 0.48
H -3.52 -0.29 -2.96
H -0.90 -5.69 1.10
H 1.22 2.27 5.57
```

***

Energy ordering: y at the bottom, the next structure 0.0122 hartree above.